DFT (ωB97M-V/def2-TZVPD) results for C5H9NO in the gas phase at a distorted geometry.

Positions of all 16 atoms, in Å:
C -0.59602 -0.54831 -1.43382
C -1.01531 -0.03132 -0.03834
O -1.61029 -1.00232 0.79494
C 0.14713 0.65532 0.73991
C 1.35391 -0.27859 0.91071
C 0.54683 1.88667 0.04662
N 0.83783 2.83989 -0.54079
H 0.06448 0.17083 -1.93828
H -1.46316 -0.68105 -2.09421
H -0.09410 -1.51346 -1.35583
H -1.78498 0.67564 -0.31048
H -0.94428 -1.67675 0.96999
H -0.19944 0.95121 1.74038
H 2.17068 0.22007 1.43692
H 1.72773 -0.60589 -0.06212
H 1.08445 -1.16389 1.49733

Output
spin multiplicity: 1
frontier orbital gap: 11.51 eV
net charge: 0

Mulliken atomic charge list, values in e, 2 entries: number 1, C, carries -1.282; number 2, C, carries -0.102

DFT (ωB97M-V/def2-TZVPD) results for a 2-piece molecular cluster, C7H15NO2 overall at a distorted geometry.

Positions of all 25 atoms, in Å:
C 0.51283 -1.27824 1.09329
C -0.63558 -0.66988 1.42583
C -0.48107 1.25305 -1.93679
C 1.80156 -0.92762 1.78167
C 0.61873 -2.28358 -0.01911
C -1.60480 2.04569 -1.29027
C 0.86376 1.36425 -1.26564
N -1.87918 -0.88269 0.88921
O 0.89833 2.14406 -0.17063
O 1.88650 0.83263 -1.66173
H 1.83393 2.08853 0.11305
H -0.63980 0.11525 2.18157
H -2.13363 -1.86930 0.90140
H -2.60507 -0.31881 1.32608
H -0.35033 1.60954 -2.96410
H -0.75764 0.19397 -1.96924
H 0.68973 -1.76921 -0.98355
H 2.09874 -1.74010 2.45283
H 1.71458 -0.01163 2.37577
H 2.60145 -0.76887 1.05132
H 1.51600 -2.90142 0.09247
H -0.24060 -2.95974 -0.04469
H -2.44468 2.14227 -1.98556
H -1.97469 1.54004 -0.39436
H -1.28910 3.05180 -0.99883

Output
spin multiplicity: 1
frontier orbital gap: 8.66 eV
net charge: 0

Mulliken atomic charge list, values in e, 2 entries: number 1, C, carries 0.828; number 2, C, carries -0.264